[1]
Here is a structure of composition C40H44BiBrN8O2PS2 in a non-equilibrium geometry from OMol25. Energies are from ωB97M-V/def2-TZVPD.

Each line ends with the Mulliken charge.
CARTESIAN COORDINATES (ANGSTROEM)
1 O -0.7026 0.0762 2.8731  -0.970
2 H 0.6797 -5.3906 -0.7121  0.398
3 O 1.5270 1.2222 1.5309  -0.926
4 H 0.3096 -2.0348 -6.9762  0.368
5 H -4.5198 -0.5468 -0.9191  0.498
6 H 1.2522 -3.2902 0.5058  0.478
7 C -3.5741 -0.0634 -6.4753  -0.573
8 C 0.4678 5.6126 0.4861  -0.591
9 C -1.8744 5.2995 0.2806  -0.779
10 H -1.3566 2.7841 -1.8452  0.091
11 H -4.1534 0.0110 1.1916  0.436
12 H -4.1779 1.8264 -7.2914  0.367
13 H -3.6956 -4.4909 -2.3737  0.333
14 H 5.5663 -2.6600 -0.9718  0.337
15 C -1.4124 1.8172 4.2806  -0.757
16 H 4.3342 0.5749 -5.7984  0.404
17 C -1.5061 3.2566 -0.8711  -0.779
18 C -3.7330 2.1177 2.7835  -0.264
19 C 5.3344 -2.0785 -0.0765  -0.918
20 C -2.1804 -3.5957 -1.1354  1.171
21 C -4.2598 -2.5362 -1.6958  -1.008
22 C -2.6018 -0.7539 -5.7600  -0.266
23 H -0.4520 1.7895 -5.1770  0.350
24 C 3.4507 0.0065 -6.0637  -0.651
25 C -2.2905 1.9573 -6.2742  -0.676
26 C 2.2395 -1.3546 -7.6279  -0.637
27 C -3.4198 1.2889 -6.7348  -0.375
28 C 5.7034 0.0065 1.0162  -0.744
29 H 3.7947 -0.1953 2.1182  0.521
30 C 4.1763 0.2115 1.1817  -0.640
31 H -5.2108 -2.5179 -2.2116  0.384
32 C -3.4981 2.9337 3.8537  -0.329
33 H -2.3887 2.8197 -0.3973  0.184
34 H 0.3391 6.6911 0.3632  0.363
35 H 3.3490 -0.3489 -1.9901  0.328
36 H -2.7605 4.8740 0.7570  0.353
37 C -1.2737 -4.6768 -1.2304  -0.652
38 N 3.4827 -0.4552 0.0833  0.471
39 N 0.7024 5.0152 -0.8334  0.117
40 N -2.2475 -0.2438 0.4835  0.945
41 C -2.3231 2.7793 4.6127  -0.421
42 H 4.1997 -0.5559 -7.9941  0.361
43 N -1.7139 4.6983 -1.0488  0.065
44 H 1.0175 3.0916 -1.6226  0.095
45 C 5.4468 -0.0694 -1.3526  -0.855
46 C -3.8662 -1.4102 -0.9467  -0.181
47 C -3.4350 -3.6201 -1.7854  -0.860
48 C 1.1884 -1.4499 -6.7310  -0.686
49 P -0.1719 -0.9709 -4.3459  0.655
50 C -0.5327 3.6247 1.2859  -0.175
51 H -1.3979 3.1584 1.7392  -0.437
52 C -1.7814 -2.4665 -0.3888  0.283
53 H 3.6419 1.1847 -1.1752  0.245
54 C -1.4749 -0.0898 -5.2963  0.011
55 H -2.7014 -1.8105 -5.5424  0.338
56 C 2.3916 -0.0817 -5.1672  0.001
57 H 1.7008 3.3522 0.0035  0.012
58 C -0.0486 -4.5954 -0.6389  -0.897
59 H 6.1370 -0.5195 1.8704  0.268
60 H 1.3390 5.4240 1.1160  0.357
61 H -4.6492 2.2084 2.2098  0.498
62 C 3.3759 -0.6265 -7.2942  -0.359
63 H 6.2269 0.9613 0.9231  0.346
64 H 5.6796 -0.6515 -2.2476  0.340
65 N 5.9998 -0.7770 -0.1915  -0.221
66 H 3.2478 -2.3575 -0.7230  0.482
67 H 5.9681 0.8872 -1.4365  0.345
68 H -0.5000 1.6710 4.8447  0.428
69 H 2.4274 0.4150 -4.2054  0.107
70 H -0.6226 6.3273 -1.7780  0.345
71 H -2.1586 3.4288 5.4632  0.391
72 H 2.1780 -1.8538 -8.5874  0.367
73 H 0.3500 3.3950 1.8850  0.068
74 N -0.3389 2.9828 -0.0274  1.023
75 N -0.5619 -2.4218 0.2178  -0.431
76 C -3.0944 0.2802 1.2946  -0.971
77 C 3.9182 0.1262 -1.1880  -0.403
78 C -1.5702 0.9685 3.1327  0.933
79 Bi 0.3456 0.2111 0.4339  2.149
80 S -0.6385 -2.8770 -4.1588  -0.456
81 H -0.3488 4.7884 -2.6302  0.356
82 C 1.2568 -0.8116 -5.4937  0.221
83 C 0.2686 -3.4111 0.0589  -0.158
84 C -2.7742 1.1730 2.3807  0.002
85 C -1.3252 1.2714 -5.5562  -0.352
86 H 3.8922 1.2617 1.1668  0.171
87 H -1.5669 -5.5499 -1.8012  0.368
88 H -2.0161 6.3768 0.1635  0.363
89 C 3.8033 -1.8823 0.0903  -0.682
90 C -0.4938 5.2496 -1.6510  -0.667
91 S 0.2084 0.1450 -2.7413  -0.571
92 H 3.4487 -2.3021 1.0357  0.438
93 H -4.4550 -0.5857 -6.8291  0.382
94 H -2.1692 3.0158 -6.4695  0.383
95 N -0.7182 5.0672 1.1488  0.136
96 Br -4.7609 4.2649 4.3584  -0.247
97 C 0.8554 3.5693 -0.6520  -0.522
98 H 5.7675 -2.6008 0.7801  0.288
99 C -2.6677 -1.3596 -0.2816  -0.438

Properties
E_LUMO: 2.09 eV
Largest force on an atom: 1.20 eV/Å
Net charge: -1
HOMO-LUMO gap: 7.003 eV
HOMO: -4.9 eV
ΔE to the lowest compared entry with this formula, charge and spin: 1.1934 eV



[2]
Here is a structure of composition C40H44Br2N3OPb from OMol25. Energies are from ωB97M-V/def2-TZVPD.

Each line ends with the Mulliken charge.
CARTESIAN COORDINATES (ANGSTROEM)
1 C 1.2497 3.9909 1.5921  0.920
2 Pb 0.6229 0.3104 -0.0288  1.087
3 C 1.0911 -4.5575 -0.1151  -1.785
4 H 1.4694 5.7809 0.3475  0.374
5 C 4.2563 -2.8397 -2.6767  -0.857
6 H -5.2122 2.7605 -1.5241  0.488
7 H 4.4707 -3.0863 -3.7072  0.480
8 C 1.5788 3.1451 -0.7589  -0.587
9 Br -6.2537 3.3345 0.9467  0.090
10 C -1.6865 -4.0136 0.5313  -2.036
11 C -4.5490 2.7296 1.1665  0.438
12 H -3.3068 -2.6395 -1.8553  0.475
13 C 1.8102 -2.7893 -3.2714  -1.167
14 H -2.7176 -3.7199 0.7069  0.464
15 C 0.6318 -3.1365 -0.1405  0.327
16 H -4.4130 -0.7305 3.4920  0.530
17 N -1.1505 -1.6241 0.4239  0.874
18 C 3.4186 -1.9364 1.4441  -1.257
19 H -4.6522 3.1137 3.2837  0.583
20 H 4.9039 0.2674 -2.0002  0.382
21 Br -2.0509 2.2586 4.4001  0.101
22 C -3.4708 -1.2449 -0.2357  1.322
23 H 4.3484 1.4333 -3.2061  0.531
24 H 2.1867 -2.7639 -4.2906  0.525
25 C -2.8249 -1.1455 2.1249  0.853
26 H 0.5699 -5.1387 -0.8777  0.438
27 C -3.4093 1.9304 -2.3105  -1.097
28 C -3.7747 2.2931 0.0252  1.167
29 C -1.8119 -1.4104 3.1971  -1.492
30 C 1.9094 3.0529 0.6015  0.958
31 N 1.3374 -2.1438 -0.5109  1.159
32 H 4.3636 0.7076 0.2912  0.460
33 C 2.6932 -2.3434 -0.9439  -0.755
34 H 2.6499 -1.1662 1.5787  0.087
35 C -2.4927 1.7770 0.2361  -0.721
36 H -0.3663 1.6051 -3.1601  0.179
37 H 2.8240 5.4763 1.4319  0.397
38 H 5.8339 -2.3110 0.2711  0.499
39 C -3.1552 -1.5741 -1.6679  -1.780
40 H 6.3129 -2.8771 -2.0822  0.463
41 C -1.9252 1.7243 1.6129  0.384
42 H 3.4117 -0.0218 -2.8840  0.208
43 H -1.3310 -4.5665 1.4036  0.481
44 C -5.1101 -0.7041 1.4650  -1.279
45 C 3.2624 1.4956 -1.3670  0.984
46 C -0.7943 -2.8425 0.2903  0.803
47 C -2.1422 1.4175 -2.0107  0.089
48 H -3.7328 1.9800 -3.3404  0.629
49 C 2.9058 2.1347 0.9566  -0.481
50 H 0.9263 4.2816 3.6992  0.375
51 C -2.7814 2.2613 2.7279  -0.207
52 C 2.9357 -2.6492 -2.2861  0.741
53 H 1.0751 -1.9879 -3.1615  -0.074
54 C 1.7392 5.4227 1.3401  -1.500
55 H -0.8451 -0.0649 -2.8401  -0.149
56 C -4.7733 -0.9199 0.1364  -0.718
57 H -2.2902 -1.4654 4.1723  0.472
58 C -1.2215 0.9323 -3.0783  -0.927
59 H -2.1220 -1.3478 -1.9310  0.145
60 H -1.2898 -2.3530 3.0297  0.278
61 C 4.0254 0.7518 -2.4201  -1.560
62 H -3.8166 -1.0403 -2.3474  0.508
63 H -1.6436 -4.7059 -0.3090  0.456
64 H 2.0044 2.5345 -2.7678  0.609
65 H 0.1699 3.9655 1.3890  -0.199
66 O -0.7833 1.3465 1.8323  -0.365
67 H 4.3124 -1.6018 1.9667  0.516
68 C 2.2363 2.3871 -1.7201  -1.011
69 C 3.5702 1.3773 -0.0116  -0.748
70 H 1.1200 2.5831 3.2614  0.249
71 H 0.8704 -5.0211 0.8454  0.472
72 C 3.7158 -2.2067 -0.0046  1.309
73 C 5.2927 -2.7183 -1.7636  -1.142
74 H 0.8153 3.8495 -1.0658  0.434
75 H 3.2105 2.0392 1.9895  0.371
76 C -4.2312 2.3659 -1.2988  -1.227
77 H -1.0444 -0.6317 3.2429  0.170
78 H 2.1592 -4.6219 -0.3058  0.387
79 H -5.5403 -0.8738 -0.6268  0.569
80 C -4.0359 2.7385 2.4791  -0.396
81 H 1.2805 -3.7352 -3.1465  0.330
82 N -1.7012 1.3534 -0.7465  0.865
83 C 1.4664 3.5963 3.0480  -1.610
84 H 3.0624 -2.8341 1.9535  0.341
85 C -4.1424 -0.8294 2.4491  -0.402
86 H 2.5190 3.6617 3.3245  0.448
87 H -6.1366 -0.4977 1.7353  0.563
88 H -1.7139 0.8884 -4.0463  0.541
89 C -2.5046 -1.3281 0.7684  -0.563
90 C 5.0227 -2.3979 -0.4399  -0.724
91 H 1.3083 6.1034 2.0722  0.440

Properties
E_LUMO: -11.88 eV
Largest force on an atom: 0.94 eV/Å
Net charge: +3
HOMO-LUMO gap: 3.890 eV
HOMO: -15.8 eV